Entry 1:
{
  "formula": "C12H21AuBF2NO3PS2",
  "method": "ωB97M-V/def2-TZVPD",
  "elements": ["Au", "C", "C", "O", "P", "S", "S", "O", "C", "C", "H", "H", "H", "H", "H", "H", "H", "H", "H", "H", "O", "C", "C", "C", "C", "C", "C", "C", "C", "N", "H", "H", "H", "H", "H", "H", "H", "H", "H", "H", "H", "F", "B", "F"],
  "positions_angstrom": [[0.52, -0.96, -0.47], [-5.02, -1.66, 1.90], [-4.36, -0.31, 1.69], [-3.93, -0.20, 0.31], [-2.37, -0.03, -0.01], [-1.62, -2.15, 0.11], [-1.94, 1.89, 0.47], [-2.41, -0.04, -1.62], [-3.41, 0.72, -2.34], [-3.01, 0.75, -3.80], [-5.33, -1.76, 2.94], [-4.31, -2.46, 1.66], [-5.89, -1.76, 1.25], [-3.50, -0.19, 2.35], [-5.06, 0.50, 1.87], [-3.46, 1.72, -1.93], [-4.37, 0.23, -2.20], [-2.07, 1.28, -3.92], [-3.79, 1.25, -4.38], [-2.89, -0.27, -4.17], [0.48, 0.43, 1.85], [1.63, 1.19, 2.15], [2.63, 0.30, 2.84], [3.01, -0.92, 1.99], [3.67, -0.47, 0.71], [5.01, -0.11, 0.69], [5.58, 0.35, -0.48], [4.80, 0.46, -1.62], [3.47, 0.10, -1.53], [2.91, -0.36, -0.40], [-0.24, 1.05, 1.61], [1.37, 2.03, 2.80], [2.06, 1.61, 1.23], [2.19, -0.06, 3.78], [3.52, 0.89, 3.08], [2.11, -1.49, 1.75], [3.69, -1.56, 2.56], [5.60, -0.20, 1.60], [6.63, 0.63, -0.51], [5.21, 0.80, -2.56], [2.79, 0.20, -2.37], [-0.43, -1.43, -3.33], [0.10, -0.57, -2.47], [0.44, 0.59, -3.05]],
  "lowdin_charge": [0.73, -0.08, -0.30, -0.38, 0.08, 0.25, 0.33, -0.46, -0.28, -0.06, 0.08, 0.05, 0.08, 0.10, 0.12, 0.09, 0.12, 0.08, 0.08, 0.08, -0.20, -0.27, -0.17, -0.14, -0.28, -0.02, -0.05, -0.05, -0.11, 0.04, -0.08, 0.12, 0.12, 0.12, 0.12, 0.09, 0.12, 0.12, 0.11, 0.11, 0.09, 0.16, -0.79, 0.14],
  "spin_multiplicity": 2,
  "e_lumo_ev": [0.10, -0.99],
  "e_homo_ev": [-7.26, -8.50]
}



Entry 2:
{
  "formula": "C12H21BCaN5",
  "method": "ωB97M-V/def2-TZVPD",
  "elements": ["Ca", "C", "C", "N", "C", "C", "C", "C", "C", "C", "C", "N", "C", "C", "N", "N", "H", "H", "H", "H", "H", "H", "H", "H", "H", "H", "H", "H", "H", "H", "H", "H", "H", "H", "B", "C", "N", "H", "H", "H"],
  "positions_angstrom": [[0.00, -0.61, -0.52], [-1.26, 0.18, 2.17], [-2.45, -0.30, 1.33], [-2.26, -0.01, -0.13], [-2.41, 1.43, -0.53], [-1.18, 1.92, -1.30], [-1.21, 2.60, -2.50], [0.00, 2.95, -3.10], [1.21, 2.60, -2.51], [1.18, 1.91, -1.31], [2.41, 1.42, -0.54], [2.26, -0.01, -0.13], [2.45, -0.29, 1.33], [1.26, 0.18, 2.17], [0.00, -0.52, 1.78], [0.00, 1.61, -0.72], [-1.50, 0.04, 3.22], [-1.11, 1.25, 2.01], [-3.36, 0.16, 1.71], [-2.56, -1.38, 1.43], [-2.92, -0.57, -0.66], [-2.50, 2.05, 0.36], [-3.31, 1.59, -1.12], [-2.15, 2.85, -2.97], [0.00, 3.49, -4.04], [2.15, 2.85, -2.98], [2.51, 2.04, 0.35], [3.31, 1.57, -1.14], [2.92, -0.58, -0.65], [3.36, 0.17, 1.71], [2.56, -1.37, 1.44], [1.10, 1.25, 2.00], [1.49, 0.06, 3.22], [0.00, -1.46, 2.17], [0.01, -5.38, -0.14], [0.00, -3.86, -0.52], [0.00, -2.72, -0.75], [-0.03, -6.01, -1.18], [-0.99, -5.56, 0.55], [1.04, -5.57, 0.48]],
  "lowdin_charge": [1.38, -0.19, -0.17, -0.16, -0.11, -0.25, 0.01, -0.01, 0.01, -0.25, -0.11, -0.16, -0.17, -0.19, -0.17, -0.01, 0.13, 0.11, 0.13, 0.13, 0.13, 0.13, 0.13, 0.13, 0.13, 0.13, 0.13, 0.13, 0.13, 0.13, 0.13, 0.11, 0.13, 0.13, -0.41, -0.23, -0.11, 0.01, 0.01, 0.01],
  "spin_multiplicity": 1,
  "e_lumo_ev": -3.65,
  "e_homo_ev": -11.62,
  "charge": 1
}



Entry 3:
{
  "formula": "C12H21Cl2CuN3S",
  "method": "ωB97M-V/def2-TZVPD",
  "elements": ["Cu", "Cl", "C", "Cl", "H", "H", "C", "C", "N", "C", "S", "N", "C", "C", "H", "H", "H", "H", "H", "H", "H", "H", "H", "H", "H", "H", "N", "C", "C", "C", "C", "C", "C", "H", "H", "H", "H", "H", "H", "H"],
  "positions_angstrom": [[-2.29, 0.03, 0.76], [-2.92, 2.07, -2.64], [-4.21, 1.24, -1.76], [-3.63, -0.30, -1.08], [-5.01, 1.01, -2.47], [-4.54, 1.87, -0.94], [2.93, 0.20, 0.12], [2.48, 1.63, 0.42], [1.11, 1.67, 0.92], [-0.04, 2.01, 0.35], [-1.42, 2.08, 1.37], [-0.23, 2.33, -0.92], [0.54, 2.06, -2.12], [1.18, 3.32, -2.69], [3.98, 0.19, -0.16], [2.36, -0.25, -0.69], [2.81, -0.43, 1.00], [2.57, 2.25, -0.47], [3.12, 2.05, 1.20], [1.03, 1.47, 1.91], [-1.15, 2.71, -1.11], [-0.16, 1.65, -2.86], [1.29, 1.30, -1.90], [0.42, 4.07, -2.88], [1.70, 3.09, -3.62], [1.91, 3.74, -1.99], [-1.53, -1.20, 2.24], [-0.74, -2.34, 1.82], [-0.56, -3.43, 2.66], [0.15, -4.53, 2.21], [0.68, -4.54, 0.93], [0.52, -3.45, 0.10], [-0.20, -2.35, 0.54], [-2.27, -1.53, 2.86], [-0.96, -0.55, 2.79], [-0.97, -3.42, 3.66], [0.26, -5.38, 2.86], [1.22, -5.41, 0.59], [0.92, -3.46, -0.90], [-0.35, -1.49, -0.10]],
  "lowdin_charge": [-0.04, 0.62, -0.89, 0.66, 0.05, 0.05, -0.07, -0.21, 0.02, -0.77, 0.68, -0.01, -0.24, -0.06, 0.08, 0.06, 0.08, 0.10, 0.13, 0.12, 0.04, 0.09, 0.10, 0.08, 0.08, 0.07, 0.03, -0.30, -0.03, -0.06, -0.07, -0.07, -0.05, 0.11, 0.09, 0.12, 0.11, 0.11, 0.11, 0.09],
  "spin_multiplicity": 1,
  "e_lumo_ev": -2.29,
  "e_homo_ev": -11.56,
  "charge": 1
}



Entry 4:
{
  "formula": "C12H21I2LaN2O",
  "method": "ωB97M-V/def2-TZVPD",
  "elements": ["C", "I", "H", "H", "H", "C", "C", "N", "H", "I", "N", "H", "La", "C", "O", "C", "C", "H", "H", "H", "C", "H", "H", "H", "C", "C", "C", "C", "C", "H", "H", "H", "H", "H", "H", "H", "H", "H", "H"],
  "positions_angstrom": [[1.57, -2.79, -2.25], [2.80, -3.41, 0.26], [2.14, -1.99, -2.76], [0.47, -2.66, -2.20], [1.82, -3.81, -2.62], [-1.54, 2.40, -2.48], [-0.36, 0.57, -1.96], [-1.48, 1.31, -1.66], [-0.19, 2.99, -4.13], [2.43, 2.02, 0.20], [0.26, 1.23, -2.98], [-2.33, 3.13, -2.44], [1.60, -0.89, -0.26], [-0.46, -0.86, -2.03], [-1.44, -1.57, -2.26], [-0.46, 2.35, -3.31], [1.59, 0.95, -3.44], [2.34, 1.39, -2.78], [1.73, 1.38, -4.44], [1.76, -0.12, -3.53], [-2.33, 1.10, -0.52], [-3.36, 1.33, -0.78], [-2.08, 1.78, 0.30], [-2.28, 0.07, -0.17], [-1.21, 0.54, 3.01], [-0.02, -0.40, 2.98], [1.19, 0.26, 3.63], [-0.36, -1.68, 3.71], [0.26, -0.81, 1.54], [-1.42, 0.85, 4.04], [-2.10, 0.05, 2.60], [-1.01, 1.43, 2.41], [0.94, 0.57, 4.65], [2.04, -0.42, 3.68], [1.50, 1.15, 3.07], [-1.24, -2.15, 3.27], [0.45, -2.41, 3.66], [-0.58, -1.49, 4.77], [-0.64, -1.37, 1.19]],
  "lowdin_charge": [-0.51, -0.11, -0.11, -0.11, -0.08, -0.07, -0.36, -0.09, 0.10, -0.19, -0.11, 0.10, 0.66, -0.32, 0.00, -0.07, -0.07, 0.02, 0.08, 0.06, -0.04, 0.08, 0.08, 0.08, -0.11, -0.77, -0.10, -0.12, -0.44, 0.06, 0.07, 0.06, 0.06, 0.08, 0.01, 0.07, 0.08, 0.06, -0.03],
  "spin_multiplicity": 1,
  "e_lumo_ev": [4.55, 4.56],
  "e_homo_ev": [1.08, 1.12],
  "charge": -2
}



Entry 5:
{
  "formula": "C12H21N3",
  "method": "ωB97M-V/def2-TZVPD",
  "elements": ["C", "C", "C", "C", "N", "H", "H", "H", "H", "H", "H", "H", "C", "C", "C", "C", "N", "H", "H", "H", "H", "H", "H", "H", "C", "C", "C", "C", "N", "H", "H", "H", "H", "H", "H", "H"],
  "positions_angstrom": [[2.08, -1.77, 1.51], [1.30, -2.92, 0.93], [0.95, -2.58, -0.52], [2.04, -2.88, -1.48], [2.88, -3.11, -2.18], [2.76, -1.43, 0.73], [2.79, -2.06, 2.29], [1.53, -0.87, 1.79], [0.35, -3.13, 1.43], [1.77, -3.90, 0.88], [0.48, -1.62, -0.70], [0.11, -3.19, -0.87], [-2.40, 1.99, 1.17], [-2.72, 0.60, 0.54], [-3.95, 0.50, -0.33], [-4.28, 1.71, -1.15], [-4.41, 2.68, -1.83], [-1.38, 1.94, 1.56], [-2.94, 2.08, 2.11], [-2.63, 2.94, 0.69], [-2.80, -0.13, 1.35], [-1.98, 0.11, -0.09], [-4.76, 0.20, 0.33], [-3.89, -0.28, -1.10], [2.27, 2.17, -1.56], [2.27, 0.87, -0.72], [0.77, 0.48, -0.29], [0.38, 1.16, 0.99], [0.11, 1.65, 2.03], [3.26, 2.15, -2.03], [2.22, 3.07, -0.96], [1.42, 2.26, -2.23], [2.99, 1.04, 0.08], [2.65, 0.04, -1.31], [0.72, -0.58, -0.03], [0.04, 0.84, -1.01]],
  "lowdin_charge": [-0.09, -0.22, -0.21, -0.23, 0.15, 0.07, 0.09, 0.06, 0.11, 0.12, 0.07, 0.12, -0.11, -0.24, -0.21, -0.20, 0.12, -0.05, 0.08, 0.07, 0.11, 0.08, 0.11, 0.11, -0.10, -0.21, -0.16, -0.18, 0.16, 0.07, 0.07, 0.07, 0.11, 0.09, 0.02, 0.12],
  "spin_multiplicity": 1,
  "e_lumo_ev": 0.26,
  "e_homo_ev": -10.32,
  "smiles": "CCCC#N.CCCC#N.CCCC#N"
}



Entry 6:
{
  "formula": "C12H21NO2Si",
  "method": "ωB97M-V/def2-TZVPD",
  "elements": ["C", "C", "O", "Si", "C", "C", "N", "C", "C", "C", "C", "C", "C", "O", "C", "C", "H", "H", "H", "H", "H", "H", "H", "H", "H", "H", "H", "H", "H", "H", "H", "H", "H", "H", "H", "H", "H"],
  "positions_angstrom": [[-3.33, -1.36, -2.24], [-2.81, 0.05, -2.03], [-1.37, 0.18, -2.15], [-0.12, 0.22, -1.00], [-0.07, 1.84, -0.04], [-0.32, -1.05, 0.31], [-0.59, -0.33, 1.53], [0.35, -0.02, 2.55], [-0.17, 0.09, 3.86], [0.64, 0.68, 4.87], [1.99, 0.93, 4.56], [2.49, 0.66, 3.31], [1.67, 0.25, 2.30], [1.28, 0.23, -1.91], [1.11, -0.13, -3.24], [2.30, -0.92, -3.74], [-3.29, -1.67, -3.28], [-4.36, -1.36, -1.88], [-2.82, -2.13, -1.66], [-3.05, 0.36, -0.99], [-3.43, 0.69, -2.72], [0.70, 1.87, 0.73], [-1.07, 2.02, 0.34], [0.09, 2.68, -0.64], [0.67, -1.52, 0.37], [-1.19, -1.63, 0.04], [-1.55, -0.39, 1.86], [-1.17, -0.19, 4.12], [0.26, 0.99, 5.82], [2.64, 1.47, 5.21], [3.57, 0.72, 3.12], [2.00, 0.14, 1.30], [0.87, 0.75, -3.95], [0.27, -0.75, -3.35], [2.47, -1.62, -2.97], [2.18, -1.47, -4.68], [3.18, -0.29, -3.72]],
  "lowdin_charge": [-0.09, -0.27, -0.22, 0.45, -0.11, -0.21, -0.07, -0.26, -0.02, -0.06, -0.11, -0.10, -0.07, -0.16, -0.37, -0.07, 0.07, 0.08, 0.06, 0.11, 0.13, 0.03, 0.04, 0.01, 0.10, 0.08, 0.13, 0.09, 0.09, 0.09, 0.12, 0.09, 0.15, 0.07, 0.05, 0.09, 0.08],
  "spin_multiplicity": 1,
  "e_lumo_ev": 0.70,
  "e_homo_ev": -7.71,
  "smiles": "CCO[Si](C)(CNc1ccccc1)OCC"
}